--- w ---
The molecule C3N2O2. Source: the Open Molecules 2025 dataset; level of theory: ωB97M-V with the def2-TZVPD basis set.

The calculation puts the HOMO energy at -12.6 eV. The structure (SMILES) is N#COC(=O)C#N.

Geometry as ORCA input:
```
! wB97M-V def2-TZVPD RIJCOSX def2/J DEFGRID3
* xyz 0 1
N 3.00182 0.36865 0.01344
C 1.85367 0.29470 -0.01499
N -2.89270 0.75492 -0.01533
C -0.26161 -0.58915 0.00380
O -0.15661 -1.74089 -0.00169
O 0.27629 0.57642 -0.00738
C -1.82085 0.33534 0.02214
*
```

=====

--- x ---
A cluster of 2 separate species, C3N2O2 in total. Source: the Open Molecules 2025 dataset; level of theory: ωB97M-V with the def2-TZVPD basis set.

The calculation puts the HOMO energy at -12.8 eV. The structure (SMILES) is N#CC#N.O=C=O.

Geometry as ORCA input:
```
! wB97M-V def2-TZVPD RIJCOSX def2/J DEFGRID3
* xyz 0 1
C 1.66266 -0.38158 -0.11478
N 0.00924 1.49874 -0.32760
O -1.27290 -0.80454 -0.71343
O -2.22737 0.27672 1.07994
C 0.80087 0.71050 -0.16375
N 2.31993 -1.28618 0.05814
C -1.71874 -0.19159 0.15832
*
```

=====

How far above the most stable structure does each one sit? In kcal/mol: w 90.9; x 0.0.

=====

--- w ---
A cluster of 2 separate species, CHBrOS2 in total. Source: the Open Molecules 2025 dataset; level of theory: ωB97M-V with the def2-TZVPD basis set.

The calculation puts the HOMO energy at -9.3 eV. The structure (SMILES) is O=C=S.SBr.

Geometry as ORCA input:
```
! wB97M-V def2-TZVPD RIJCOSX def2/J DEFGRID3
* xyz 0 1
Br -0.97275 -1.88979 -0.69714
S 0.94637 1.07800 -1.26518
C 1.63320 0.71917 0.06241
S -1.60096 -0.52555 0.79403
O 2.15200 0.32597 1.02858
H -2.15786 0.29220 0.07729
*
```

=====

--- x ---
A cluster of 2 separate species, CHBrOS2 in total. Source: the Open Molecules 2025 dataset; level of theory: ωB97M-V with the def2-TZVPD basis set.

The calculation puts the HOMO energy at -9.2 eV.

Geometry as ORCA input:
```
! wB97M-V def2-TZVPD RIJCOSX def2/J DEFGRID3
* xyz 0 1
C 0.22297 -0.03443 -1.74133
S 1.69971 -0.26031 -1.33762
S -1.17206 0.37438 -2.23860
O 0.37304 1.05963 1.17805
Br -0.82851 0.15639 1.85467
H -0.29515 -1.29565 2.28482
*
```

=====

--- y ---
A cluster of 2 separate species, CHBrOS2 in total. Source: the Open Molecules 2025 dataset; level of theory: ωB97M-V with the def2-TZVPD basis set.

The calculation puts the HOMO energy (spin up / spin down) at -8.1 / -8.1 eV.

Geometry as ORCA input:
```
! wB97M-V def2-TZVPD RIJCOSX def2/J DEFGRID3
* xyz 0 1
C 0.99720 1.06687 0.12721
H 0.94532 2.15489 0.29032
S -0.80995 -1.23233 -0.88918
Br -1.23130 -2.58309 0.88206
O 1.65478 0.14007 -0.08263
S -1.55605 0.45360 -0.32778
*
```

=====

How far above the most stable structure does each one sit? In kcal/mol: w 0.0; x 100.5; y 46.4.

=====

--- w ---
A structure of composition C3H8N2S3. Source: the Open Molecules 2025 dataset; level of theory: ωB97M-V with the def2-TZVPD basis set.

The calculation puts the HOMO energy at -8.5 eV.

Geometry as ORCA input:
```
! wB97M-V def2-TZVPD RIJCOSX def2/J DEFGRID3
* xyz 0 1
H -1.12097 -0.57397 -4.36537
C 0.56127 0.45195 2.88432
S 0.55575 -0.70810 1.48389
H 1.47347 1.04059 2.86493
C -0.90537 -1.06564 -2.05208
H -1.09391 -2.10834 -2.30294
H -0.60133 1.21548 0.57829
S -1.68774 0.01743 -3.31860
C -0.37409 0.20679 0.26322
H 0.98292 -1.52994 -1.44791
H 0.23068 1.14138 -1.72693
S -1.76092 -0.67610 -0.41993
H 0.51729 -0.15628 3.78368
H -0.32150 1.07635 2.82046
N 0.70701 0.38367 -1.23057
N 0.46813 -0.77515 -1.89995
*
```

=====

--- x ---
The molecule C3H8N2S3. Source: the Open Molecules 2025 dataset; level of theory: ωB97M-V with the def2-TZVPD basis set.

The calculation puts the HOMO energy at -8.7 eV. The structure (SMILES) is CS[C@H]1NN[C@H](S)S1.

Geometry as ORCA input:
```
! wB97M-V def2-TZVPD RIJCOSX def2/J DEFGRID3
* xyz 0 1
H 0.96124 -1.93942 2.91496
C -0.19862 -0.42909 -1.16696
N 0.69859 -0.01500 0.06802
C 0.22882 2.18850 -1.52770
H -1.67615 -1.11443 1.89028
C -0.71321 -1.27813 1.35654
N -0.07037 -0.06102 1.23452
H -0.36840 0.85325 1.64492
S -1.20880 0.93379 -1.70687
H 0.56495 -0.75073 -1.92009
H 1.41572 -0.74971 0.04918
S 0.41276 -2.64789 1.99077
H 1.18740 1.62462 -2.00735
S -1.31433 -1.77507 -0.36630
H 0.36466 2.17577 -0.40029
H -0.28426 2.98456 -2.05363
*
```

=====

How far above the most stable structure does each one sit? In kcal/mol: w 0.0; x 11.8.